No. 1
16
Properties=species:S:1:pos:R:3 method="wB97M-V/def2-TZVPD" homo_lumo_gap_ha=0.30171 relative_energy_kj_mol=16.85
C -0.06900 0.31641 -0.05689
C -1.64024 -0.04736 0.10480
C 2.24863 -0.36784 0.19437
N 0.06692 1.57292 0.02237
N -2.16683 1.18086 0.12595
N -1.12307 2.16709 0.20383
N 0.61330 -2.00120 -0.51170
N 0.82804 -0.69786 -0.01174
S -2.45898 -1.47822 0.18613
H 2.80728 -1.19562 -0.23530
H 2.46525 0.61803 -0.17030
H 2.44066 -0.17381 1.15668
H -2.79600 1.35725 0.89379
H -1.36124 3.03060 -0.24693
H 0.35603 -1.84906 -1.54402
H -0.21074 -2.43220 -0.11104

No. 2
82
Properties=species:S:1:pos:R:3 method="wB97M-V/def2-TZVPD" homo_lumo_gap_ha=0.23509 total_charge=-1 relative_energy_kj_mol=48.08
Cs -1.51128 -0.08004 -1.46791
C -1.43736 4.46305 0.12938
C -0.29178 3.62896 0.65841
C -0.29124 3.13368 1.96772
C -1.39023 3.48994 2.94283
C 0.75892 2.31500 2.40165
C 0.71409 1.68770 3.77753
C 1.84413 2.05692 1.56054
C 3.03865 1.28084 2.06708
C 1.83707 2.53809 0.24901
C 2.94423 2.17508 -0.71248
C 0.78047 3.33831 -0.19423
C 0.82060 3.88590 -1.60266
H -1.14858 5.51266 0.01985
H -2.30692 4.41407 0.77708
H -1.75881 4.08689 -0.84083
H -1.86397 4.43396 2.68623
H -0.99153 3.59438 3.95073
H -2.16324 2.71868 2.97156
H 1.26960 2.28209 4.51058
H 1.14658 0.68843 3.75282
H -0.30796 1.58360 4.13432
H 3.08527 1.28744 3.15344
H 3.96457 1.72553 1.70223
H 3.00640 0.23881 1.73390
H 3.64442 3.00611 -0.84627
H 2.53462 1.92195 -1.69055
H 3.50669 1.31164 -0.36728
H 0.48909 3.13294 -2.32508
H 1.83572 4.17552 -1.87232
H 0.18399 4.75914 -1.71642
Se 2.05957 -6.51865 4.82466
N 0.99507 -5.10913 4.91798
C 1.16013 -4.41733 3.81921
C 0.44616 -3.19435 3.51338
C -0.51732 -2.64608 4.36758
C -1.17624 -1.50134 3.98498
C -0.85386 -0.92667 2.75250
N 0.06253 -1.42816 1.94373
C 0.70634 -2.53936 2.29888
C 1.69259 -3.07880 1.34562
N 1.90079 -2.39633 0.21638
C 2.75306 -2.87301 -0.66916
C 3.46770 -4.05920 -0.48751
C 3.28084 -4.76283 0.68029
C 2.37627 -4.27451 1.62570
C 2.11912 -4.95866 2.87734
N 2.69950 -6.07500 3.23673
H -0.72514 -3.14961 5.30284
H -1.94200 -1.04912 4.60114
H -1.37808 -0.04237 2.40781
H 2.87732 -2.28511 -1.57354
H 4.15217 -4.40413 -1.25047
H 3.80651 -5.68508 0.89012
Cl 0.77377 -2.63138 -8.52590
C 0.53880 -2.11443 -6.89249
C 1.47526 -1.29505 -6.25952
Cl 2.85039 -0.75145 -7.14802
C 1.30379 -0.92431 -4.93965
Cl 2.44975 0.09675 -4.15062
C 0.19542 -1.35163 -4.14234
O 0.07003 -1.05277 -2.92412
C -0.76354 -2.13124 -4.86016
Cl -2.18075 -2.59596 -3.98778
C -0.58958 -2.51764 -6.17708
Cl -1.76940 -3.50950 -6.95067
O -3.82885 0.99014 3.56256
C -4.08787 1.14061 2.37160
N -3.38972 0.63989 1.33693
S -4.00931 1.04128 -0.07920
O -3.07143 1.83812 -0.85348
O -4.49257 -0.10837 -0.81284
C -5.37264 2.01756 0.53459
C -6.39956 2.67289 -0.10902
C -7.36418 3.29045 0.67927
C -7.27317 3.25131 2.06757
C -6.22548 2.59050 2.69716
C -5.27619 1.96225 1.91260
H -6.44759 2.69852 -1.19024
H -8.18983 3.80888 0.20901
H -8.03404 3.74083 2.66286
H -6.14694 2.54983 3.77598

No. 3
85
Properties=species:S:1:pos:R:3 method="wB97M-V/def2-TZVPD" homo_lumo_gap_ha=0.33640 relative_energy_kj_mol=128.53
C 3.03436 -1.22718 -0.26693
C 3.09336 -2.16118 -1.56893
O 2.76036 -3.54518 -1.26593
H 3.42036 -1.75818 0.52907
H 1.95136 -1.06618 -0.04093
H 3.42136 -0.19818 -0.27493
H 4.11336 -2.07218 -1.98293
H 2.44736 -1.79618 -2.38493
H 3.34836 -3.92818 -0.59093
C 2.73736 0.91182 4.00307
C 2.32536 0.52182 2.54207
O 1.81036 -0.77318 2.56707
H 1.88636 1.31682 4.43407
H 3.31936 1.81682 3.83507
H 3.28236 0.19682 4.64107
H 3.24136 0.47182 1.97807
H 1.59836 1.31682 2.13207
H 1.06036 -0.72918 2.01407
C 1.38436 4.34382 0.26507
C 0.22636 4.79082 -0.62193
O 0.53736 4.42082 -1.94693
H 1.66236 3.27782 0.34007
H 1.01636 4.43982 1.30607
H 2.26436 4.97382 0.34407
H 0.15336 5.86082 -0.60193
H -0.70564 4.30482 -0.33993
H -0.33164 4.38082 -2.38593
C -0.78264 -1.93218 3.93007
C 0.28736 -2.78118 4.58407
O -0.30364 -3.98718 4.35407
H -1.79664 -2.07218 4.35307
H -0.75064 -2.15118 2.87707
H -0.55964 -0.86918 3.93907
H 0.45336 -2.53618 5.67607
H 1.22736 -2.57418 4.04107
H 0.33336 -4.66118 4.71507
C -3.70364 2.13282 -0.07793
C -4.39864 0.93482 -0.79493
O -3.56064 -0.20418 -0.69393
H -4.27064 3.05882 -0.19893
H -2.69264 2.30682 -0.40093
H -3.49164 1.83482 0.97907
H -4.33564 1.25082 -1.86893
H -5.44664 0.81382 -0.44993
H -2.61764 0.04182 -0.82393
C 3.41136 0.93482 -3.32593
C 2.29236 1.74182 -2.62293
O 2.82836 2.87482 -2.05293
H 2.90836 0.24882 -3.96893
H 3.98736 0.32582 -2.69593
H 4.10536 1.54882 -3.97493
H 2.01336 1.25482 -1.69493
H 1.45236 2.00682 -3.26993
H 2.10936 3.46982 -2.04993
C -1.34064 1.32382 -3.78493
C -1.15564 -0.14218 -3.95493
O 0.14136 -0.41618 -3.59693
H -0.86664 2.10582 -4.48993
H -1.14664 1.62482 -2.71393
H -2.36664 1.72382 -3.93993
H -1.33164 -0.42318 -4.95793
H -1.91964 -0.54918 -3.18293
H 0.70336 -0.02318 -4.30393
C -0.38364 0.42382 0.02207
O 0.07836 1.72782 -0.27193
N -0.59164 -0.48918 -0.86993
N -0.67964 0.04982 1.22107
H -0.30264 -0.29118 -1.85693
H -0.55964 -1.47118 -0.69393
H -0.74064 0.80082 2.00607
H -1.33864 -0.77818 1.32407
C -1.20664 -3.46618 -0.57493
O -2.51864 -3.36818 -1.09093
N -0.93164 -3.68518 0.61807
N -0.18364 -3.25718 -1.34793
H -1.60064 -3.88718 1.34807
H 0.05236 -3.75118 0.87207
H -0.43164 -3.21818 -2.40193
H 0.80436 -3.29218 -1.06393
C -4.18764 -1.45318 2.42007
O -3.05264 -1.49818 1.49807
H -4.74964 -2.35318 2.32407
H -4.83664 -0.52418 2.27107
H -3.80364 -1.44218 3.43807
H -3.31064 -1.10418 0.59407

No. 4
21
Properties=species:S:1:pos:R:3 method="wB97M-V/def2-TZVPD" multiplicity=2 homo_lumo_gap_ha="0.16289 / 0.30617" total_charge=+1 relative_energy_kj_mol=146.12
C -1.83200 -0.44186 -0.11218
C -1.00070 0.05596 1.05617
C 0.45556 -0.25173 0.92661
C 1.34662 0.41408 1.77277
N 2.76187 0.13475 1.71154
N -1.82051 0.48547 -1.24856
H -1.41322 -1.40368 -0.41068
H -2.80613 -0.80269 0.15737
H -1.12329 1.16054 1.07986
H -1.45220 -0.23342 2.01307
H 0.69674 -1.06016 0.23991
H 1.04458 1.16770 2.47224
H 3.00916 -0.82389 1.45144
H 3.30040 0.70244 1.01565
H 3.25324 0.34272 2.58327
H -1.74268 1.46411 -0.96095
H -1.00435 0.32070 -1.86768
H -2.66728 0.46632 -1.81956
H 0.98343 -0.13602 -3.50482
H -0.15449 -1.17723 -3.49874
O 0.16525 -0.38412 -3.05674

No. 5
8
Properties=species:S:1:pos:R:3 method="wB97M-V/def2-TZVPD" homo_lumo_gap_ha=0.29313 relative_energy_kj_mol=137.06
Si 2.01454 -0.41608 0.36794
Si -2.63142 -0.87521 -0.03326
Cl -2.12971 -2.69208 -0.68286
Cl 3.44676 -1.03068 -1.05532
Cl -2.84229 0.39240 -1.65085
Cl -4.30764 -0.99138 1.13123
H 2.89017 0.08634 1.43844
H -1.48053 -0.45048 0.80146

No. 6
64
Properties=species:S:1:pos:R:3 method="wB97M-V/def2-TZVPD" multiplicity=2 homo_lumo_gap_ha="0.36184 / 0.25400" total_charge=+1
Cu 1.41607 -1.10375 0.22205
N 3.46914 -1.77468 0.86299
N 3.19857 -2.72422 1.85490
C 1.93027 -3.18121 2.03767
O 1.54526 -3.85384 2.93932
O 1.11628 -2.79051 0.97896
H 4.02354 -2.17744 0.11529
H 3.92900 -0.95702 1.24496
H 3.89210 -2.98544 2.53805
C 2.56630 3.43675 0.60788
C 2.19979 3.47551 -0.86577
C 1.62335 4.82584 -1.24484
C 3.37853 3.12143 -1.75850
O 1.08736 2.53322 -1.09246
P 1.16522 0.98623 -1.31459
O 1.31238 0.54808 -2.70034
O 2.20144 0.38987 -0.29793
O -0.19341 0.41588 -0.62133
C -1.54926 1.02018 -0.88761
C -1.72644 2.20906 0.04144
C -1.66167 1.41191 -2.35108
C -2.57079 -0.04885 -0.56427
H 3.34932 4.16904 0.80997
H 2.92870 2.44730 0.89608
H 1.69235 3.68340 1.21563
H 2.36155 5.60632 -1.05283
H 0.73033 5.03903 -0.65398
H 1.35693 4.84739 -2.30319
H 4.12266 3.91565 -1.71329
H 3.04635 3.00374 -2.79125
H 3.85016 2.18459 -1.44827
H -1.02126 3.00684 -0.18386
H -1.59720 1.90102 1.08263
H -2.73969 2.59296 -0.08169
H -0.96515 2.20708 -2.61817
H -2.67711 1.76726 -2.53088
H -1.46602 0.55498 -2.99629
H -2.42965 -0.42906 0.44876
H -2.52129 -0.87148 -1.27748
H -3.56511 0.39619 -0.62088
Ge -0.77778 -3.05026 1.16683
C -1.11396 -3.08686 -0.73202
C -0.24954 -2.56421 -1.70363
C -0.55457 -2.64703 -3.05156
C -1.73189 -3.26881 -3.44872
C -2.59455 -3.80190 -2.50032
C -2.28523 -3.71574 -1.15017
C -1.24173 -1.66006 2.41023
C -0.48251 -0.51537 2.65076
C -0.88898 0.42353 3.58713
C -2.06697 0.22597 4.29533
C -2.82885 -0.91234 4.07176
C -2.41712 -1.85195 3.13762
H -0.96594 -4.42247 1.79809
H 0.70724 -2.09801 -1.46982
H 0.12274 -2.21917 -3.78004
H -1.96877 -3.34920 -4.50216
H -3.51408 -4.28133 -2.81104
H -2.96775 -4.14408 -0.42311
H 0.45043 -0.31043 2.13638
H -0.28716 1.30765 3.75884
H -2.38620 0.95643 5.02721
H -3.74509 -1.07289 4.62604
H -3.02067 -2.74071 2.98056

No. 7
28
Properties=species:S:1:pos:R:3 method="wB97M-V/def2-TZVPD" homo_lumo_gap_ha=0.33755 relative_energy_kj_mol=267.09
C -2.80504 -0.30989 1.11458
C -1.63878 0.70344 0.76095
C -4.96183 0.06591 -0.08853
C -1.40339 -1.50540 -1.16986
C 0.05566 -2.24696 0.71021
C 1.00964 1.95398 1.35857
C 0.49006 1.92606 -1.16175
C -0.30639 -1.10285 -0.32501
C 0.76079 1.04914 0.13276
N -3.90520 0.02079 0.44731
N -0.39828 0.22695 0.32854
O -2.86631 -1.09908 1.99254
O -1.86652 1.84221 1.07877
S -6.29222 0.12546 -0.90833
H -1.47264 -0.81705 -2.00675
H -1.16921 -2.44612 -1.55893
H -2.45662 -1.55226 -0.65233
H -0.87964 -2.63323 1.06702
H 0.66209 -1.92438 1.52069
H 0.80668 -2.93575 0.21309
H 1.12337 1.32337 2.23553
H 1.87208 2.52512 1.29294
H 0.15691 2.60647 1.47909
H -0.06357 1.31519 -1.79095
H 1.49881 2.30850 -1.53239
H -0.10388 2.84452 -1.01103
H 0.70366 -0.91125 -0.82442
H 1.60488 0.39637 0.16116

No. 8
20
Properties=species:S:1:pos:R:3 method="wB97M-V/def2-TZVPD" homo_lumo_gap_ha=0.28888 total_charge=-2 relative_energy_kj_mol=110.56
C 1.01579 -1.41345 -0.73932
C 1.26324 0.03775 -0.76079
C 0.36618 0.71913 0.37989
C 0.22772 2.27175 0.01791
O -3.00100 -0.68245 1.23025
O -4.07122 -0.77461 -1.07646
O -4.49478 1.26484 0.52669
O 1.15272 0.68904 1.61496
O -0.46945 2.34897 -1.00237
O 0.79469 3.11209 0.73516
P -3.76748 0.04117 0.14114
H 1.34541 -1.76162 0.22976
H 1.48930 -1.95036 -1.53121
H -0.21702 -1.65941 -0.71175
H 1.04016 0.54558 -1.70424
H 2.33589 0.24302 -0.54855
H -0.59392 0.31116 0.45984
H 1.02829 1.60566 1.85412
H -2.68474 0.85145 -0.82674
H -1.84432 1.12538 -0.81558

No. 9
41
Properties=species:S:1:pos:R:3 method="wB97M-V/def2-TZVPD" homo_lumo_gap_ha=0.32014 relative_energy_kj_mol=17.39
C -2.21178 -3.26912 -2.36648
C -3.26128 -2.18256 -2.15630
C -2.84893 -1.15800 -1.10175
N -2.93678 -1.72684 0.23239
H -2.35791 -2.55984 0.28156
C -2.55515 -0.81133 1.29337
C -1.10489 -0.39606 1.21713
C -0.66807 0.82870 0.74024
C 0.67626 1.12761 0.58302
C 1.64109 0.17968 0.88560
C 1.22798 -1.06951 1.38488
C -0.12186 -1.32856 1.53750
H -0.42433 -2.29325 1.92078
O 2.17776 -1.99271 1.74358
C 2.25181 -3.14124 0.91255
C 2.88814 -2.83390 -0.43822
H 2.93975 -3.73970 -1.03676
H 2.30793 -2.08585 -0.97474
H 3.89227 -2.44463 -0.29185
H 1.25259 -3.57462 0.76830
H 2.86498 -3.85082 1.47396
O 2.98295 0.36550 0.75829
C 3.43287 1.40994 -0.05858
C 2.92498 1.27052 -1.50217
O 2.28331 0.32440 -1.88783
N 3.26336 2.31034 -2.29542
H 2.98892 2.28675 -3.26390
H 3.82022 3.08034 -1.97180
H 4.52376 1.32400 -0.05732
H 3.15820 2.39555 0.34439
H 0.94806 2.09619 0.19380
Br -1.90317 2.20429 0.27320
H -2.74022 -1.31671 2.24604
H -3.21445 0.05799 1.23360
H -3.53652 -0.30665 -1.13248
H -1.83721 -0.78553 -1.34117
H -3.42300 -1.65740 -3.09947
H -4.20627 -2.63481 -1.85173
H -2.09371 -3.88029 -1.47428
H -2.50570 -3.92447 -3.18316
H -1.24847 -2.82550 -2.61202

No. 10
120
Properties=species:S:1:pos:R:3 method="wB97M-V/def2-TZVPD" homo_lumo_gap_ha=0.23925 relative_energy_kj_mol=163.88
Na -1.04382 -0.70463 -0.14240
C -0.31128 -4.05612 -2.61712
C -0.76700 -2.62924 -2.60963
C -2.04082 -2.27285 -2.18468
C -2.48007 -0.96255 -2.27930
C -1.64068 0.01216 -2.78899
C -0.36055 -0.32664 -3.19118
C 0.07125 -1.63544 -3.10298
H 0.66923 -4.15207 -2.15534
H -0.22966 -4.41059 -3.64525
H -1.00608 -4.69928 -2.08308
H -2.71532 -3.03898 -1.82412
H -3.49647 -0.71628 -2.00446
H -1.98686 1.02583 -2.91462
H 0.29223 0.42379 -3.61333
H 1.05694 -1.89856 -3.46121
C 2.24207 -1.77527 0.52551
C 1.90647 -0.35279 0.92539
P 3.27426 0.91206 0.86079
C 4.49191 0.01272 1.90107
C 5.70361 -0.28897 1.28912
C 6.63883 -1.08309 1.92488
C 6.38252 -1.55190 3.20188
C 5.19300 -1.22489 3.83584
C 4.24165 -0.45910 3.18541
C 2.46965 2.01642 2.08367
C 3.13096 2.50077 3.20694
C 2.43798 3.24143 4.14748
C 1.09462 3.52591 3.96784
C 0.45262 3.11491 2.81112
C 1.14043 2.37521 1.87060
P 0.69605 -2.76112 0.79596
C 0.56314 -2.83410 2.61973
C -0.71305 -2.99573 3.14541
C -0.90860 -3.07613 4.50987
C 0.17407 -2.99798 5.36993
C 1.44917 -2.84969 4.85314
C 1.64773 -2.77900 3.48487
C 1.31501 -4.48220 0.61401
C 2.47628 -4.83149 -0.06553
C 2.82661 -6.16382 -0.20957
C 2.01888 -7.16119 0.30671
C 0.85286 -6.82294 0.97544
C 0.50256 -5.49547 1.12195
H 3.08396 -2.17028 1.10337
H 2.49381 -1.82973 -0.53827
H 1.49815 -0.35300 1.94059
H 1.13078 0.02794 0.25743
H 5.89809 0.10743 0.30225
H 7.55930 -1.34568 1.42245
H 7.11057 -2.17146 3.70397
H 5.00191 -1.58745 4.83588
H 3.30552 -0.23051 3.67593
H 4.17857 2.27628 3.35589
H 2.94487 3.57654 5.03973
H 0.55222 4.06851 4.72705
H -0.59228 3.34145 2.65352
H 0.62885 2.05930 0.97125
H -1.55554 -3.01625 2.46752
H -1.90415 -3.17951 4.91345
H 0.02144 -3.05322 6.43879
H 2.29562 -2.78203 5.52361
H 2.65369 -2.66090 3.10728
H 3.11951 -4.07155 -0.48595
H 3.74119 -6.42254 -0.72461
H 2.29090 -8.19952 0.18477
H 0.21981 -7.59560 1.38817
H -0.40761 -5.22933 1.64584
C -9.07455 1.17061 -0.32127
O -8.22053 0.44654 0.52586
C -7.54183 1.12456 1.50234
C -7.67182 2.48028 1.77361
C -6.91921 3.06579 2.77643
C -5.99086 2.32411 3.50637
C -5.89966 0.94797 3.25082
C -6.66606 0.36049 2.27488
N -5.30628 2.91098 4.56469
N -4.10655 2.71611 4.83032
C -3.22520 2.06991 3.99807
C -2.26270 1.25454 4.59532
C -1.47840 0.39611 3.85610
C -1.59112 0.29139 2.45559
O -0.95011 -0.55924 1.76063
C -2.46521 1.24936 1.80873
N -2.45887 1.26575 0.46500
C -3.14696 2.19869 -0.15118
C -3.82514 3.22796 0.50774
C -3.85809 3.21778 1.87893
C -3.22689 2.16954 2.57388
H -9.47520 0.44486 -1.02872
H -8.53114 1.95002 -0.86721
H -9.90566 1.62014 0.23187
H -8.36203 3.09577 1.21937
H -7.02859 4.12083 2.97779
H -5.23036 0.33946 3.84251
H -6.59737 -0.69898 2.07990
H -2.20276 1.24406 5.67497
H -0.77543 -0.25729 4.35346
H -3.12915 2.17220 -1.23071
H -4.28910 4.02347 -0.05699
H -4.31713 4.02408 2.43402
C 3.28568 4.49930 -0.31249
N 2.44421 5.06342 -1.32839
C 1.51629 4.39278 -2.04857
Se 1.07155 2.65490 -1.95315
N 0.95348 5.26424 -2.92599
C 1.52077 6.50676 -2.77704
C 1.31280 7.71649 -3.41412
C 2.09187 8.78555 -3.00471
C 3.04329 8.65302 -1.99987
C 3.25308 7.44737 -1.35400
C 2.47616 6.37355 -1.75347
H 3.08769 3.42939 -0.24543
H 3.07932 4.95712 0.65665
H 4.33484 4.65302 -0.57059
H 0.25477 4.98399 -3.59389
H 0.57701 7.82350 -4.19416
H 1.95606 9.74418 -3.47829
H 3.63237 9.51012 -1.71642
H 3.98932 7.34289 -0.57432

The following max |F| values (in eV/A) correspond, in order, to the records above: 4.8, 2.7, 11.2, 2.3, 1.2, 1.2, 5.1, 5.1, 0.6, 2.1.
The following energy values (in hartree) correspond, in order, to the records above: -790.36009, -7122.38395, -1651.33466, -345.18841, -2421.08168, -5439.01714, -1009.45899, -950.66316, -3455.31028, -5873.99928.